C28H59ClP2ReSi2 as an isolated structure at a distorted geometry. Source: the Open Molecules 2025 dataset; level of theory: ωB97M-V/def2-TZVPD.

Structure (ORCA input):
```
! wB97M-V def2-TZVPD RIJCOSX def2/J DEFGRID3
* xyz 0 4
Re 0.19 -0.19 -0.11
C 2.11 -0.13 -1.14
C 1.40 -1.34 -1.42
C 0.18 -0.94 -2.08
Si 2.03 -3.09 -1.15
C 0.14 0.47 -2.15
C 1.34 1.00 -1.56
Si 1.93 2.79 -1.55
H 3.14 -0.08 -0.81
H -0.55 -1.65 -2.46
H -0.62 1.10 -2.61
Cl -1.49 0.09 1.69
C 3.79 2.92 -1.37
C 1.39 3.66 -3.10
C 3.89 -3.19 -1.07
C 1.41 -4.26 -2.48
H 2.00 3.26 -3.93
H 1.60 4.74 -3.02
H 0.34 3.52 -3.34
H 4.18 2.30 -0.56
H 4.07 3.96 -1.18
H 4.26 2.60 -2.31
H 1.99 -4.06 -3.39
H 0.35 -4.15 -2.71
H 1.60 -5.30 -2.18
H 4.33 -2.78 -1.99
H 4.19 -4.25 -1.00
H 4.31 -2.66 -0.21
C 1.14 3.60 -0.03
C 1.30 -3.52 0.54
P -0.51 2.93 0.42
H 1.07 4.68 -0.20
H 1.81 3.44 0.84
P -0.32 -2.72 0.83
H 1.99 -3.17 1.32
H 1.19 -4.61 0.63
C -0.65 -3.21 2.61
C -1.47 -3.76 -0.28
C -1.63 3.69 -0.91
C -0.86 3.91 1.99
C -0.59 3.06 3.24
H -1.95 4.10 1.92
C -0.11 5.23 2.13
H 0.96 5.06 2.31
H -0.51 5.77 3.00
H -0.20 5.89 1.26
H -1.08 2.09 3.19
H -0.97 3.59 4.13
H 0.49 2.90 3.40
H -1.23 3.26 -1.85
C -1.51 5.22 -0.97
C -3.11 3.30 -0.77
H -0.51 5.57 -1.25
H -1.80 5.67 -0.02
H -2.21 5.58 -1.74
H -3.34 2.33 -1.24
H -3.72 4.05 -1.29
H -3.44 3.26 0.28
H -1.08 -3.55 -1.29
C -2.94 -3.33 -0.26
C -1.37 -5.26 -0.01
H -0.37 -5.67 -0.15
H -2.03 -5.78 -0.71
H -1.72 -5.49 1.00
H -3.14 -2.51 -0.95
H -3.28 -3.03 0.74
H -3.56 -4.18 -0.58
C -0.16 -2.19 3.63
C -0.07 -4.56 3.02
H -1.76 -3.25 2.65
H 1.02 -4.50 3.15
H -0.27 -5.38 2.33
H -0.49 -4.84 4.00
H 0.94 -2.18 3.71
H -0.54 -2.45 4.63
H -0.51 -1.18 3.40
C -2.14 -0.12 -0.93
H -2.37 -0.36 -1.97
H -2.79 -0.68 -0.25
H -2.29 0.95 -0.79
C 3.89 -0.15 1.64
C 2.53 -0.41 2.26
C 2.64 -0.15 3.77
C 1.41 0.42 1.61
H 4.03 0.93 1.49
H 3.99 -0.66 0.68
H 4.67 -0.53 2.30
H 2.26 -1.47 2.11
H 2.95 0.89 3.94
H 1.71 -0.29 4.32
H 3.40 -0.81 4.22
H 0.64 0.49 2.39
H 1.76 1.44 1.41
*
```

Computed properties:
**Frontier orbital gap (alpha / beta)**: 0.1856 / 0.2461 Ha
**<S²>**: 3.79
**HOMO level (alpha / beta)**: -4.547 / -7.349 eV
**LUMO level (alpha / beta)**: 0.01852 / -0.02394 Ha